Entry one
Computed, not measured: a 13-piece molecular cluster, C39H78O39 overall, with wB97M-V/def2-TZVPD.

```
156
Properties=species:S:1:pos:R:3:mulliken_charge:R:1
C -11.991 3.302 2.697 -0.623
O -11.145 2.305 2.152 -0.342
C -10.271 2.437 1.158 0.829
O -10.147 3.498 0.549 -0.602
O -9.653 1.287 1.036 -0.252
C -8.628 1.139 0.089 -0.659
H -11.557 4.075 3.331 0.282
H -12.822 2.870 3.254 0.217
H -12.216 3.893 1.808 0.311
H -7.993 0.346 0.482 0.243
H -7.980 2.015 0.060 0.312
H -8.923 0.890 -0.930 0.283
C 3.778 -6.630 -4.087 -0.725
O 4.087 -5.222 -3.922 -0.309
C 5.265 -4.725 -3.743 0.815
O 6.310 -5.371 -3.685 -0.591
O 5.171 -3.345 -3.788 -0.275
C 6.309 -2.486 -3.924 -0.666
H 3.488 -7.062 -5.045 0.302
H 3.029 -7.004 -3.390 0.291
H 4.630 -7.276 -3.874 0.321
H 6.768 -2.146 -2.995 0.253
H 5.864 -1.631 -4.432 0.264
H 7.060 -2.844 -4.627 0.323
C 4.735 -0.843 4.576 -0.613
O 5.704 -0.981 5.657 -0.329
C 7.015 -1.160 5.438 0.833
O 7.540 -1.410 4.385 -0.567
O 7.627 -1.148 6.632 -0.329
C 9.042 -1.348 6.677 -0.632
H 4.846 -1.458 3.683 0.300
H 4.589 0.212 4.345 0.270
H 3.799 -1.152 5.041 0.249
H 9.626 -0.686 6.037 0.291
H 9.350 -2.366 6.440 0.264
H 9.464 -1.140 7.661 0.264
C -8.288 3.247 -6.009 -0.673
O -7.079 3.188 -6.700 -0.298
C -6.058 2.545 -6.109 0.776
O -6.048 2.142 -4.975 -0.549
O -4.931 2.645 -6.933 -0.304
C -3.699 2.008 -6.639 -0.594
H -8.087 3.393 -4.947 0.305
H -8.887 2.338 -5.958 0.299
H -8.965 3.983 -6.441 0.250
H -3.530 1.978 -5.563 0.259
H -2.865 2.545 -7.092 0.248
H -3.672 0.951 -6.903 0.281
C 1.228 0.797 -11.776 -0.705
O 1.035 1.405 -10.516 -0.290
C 2.057 1.861 -9.885 0.786
O 3.188 1.941 -10.261 -0.551
O 1.609 2.457 -8.768 -0.284
C 2.509 2.768 -7.724 -0.727
H 1.522 -0.251 -11.720 0.298
H 2.011 1.249 -12.385 0.331
H 0.304 0.890 -12.346 0.252
H 2.829 1.903 -7.144 0.304
H 2.138 3.469 -6.976 0.274
H 3.436 3.249 -8.037 0.313
C 2.476 -7.258 2.418 -0.624
O 1.340 -6.458 2.363 -0.314
C 1.363 -5.234 2.023 0.873
O 2.335 -4.524 1.636 -0.651
O 0.192 -4.785 2.319 -0.295
C -0.218 -3.424 2.122 -0.592
H 3.031 -7.220 1.481 0.292
H 2.144 -8.285 2.571 0.224
H 3.050 -6.986 3.304 0.307
H -0.094 -2.970 1.139 0.258
H 0.456 -2.876 2.782 0.296
H -1.218 -3.386 2.552 0.224
C 1.210 3.627 3.526 -0.713
O 0.640 2.810 4.423 -0.215
C 0.960 2.998 5.750 0.740
O 1.527 3.967 6.303 -0.577
O 0.601 1.940 6.460 -0.257
C 0.135 2.182 7.777 -0.729
H 2.178 4.017 3.838 0.306
H 0.614 4.533 3.412 0.286
H 1.421 3.237 2.530 0.282
H 0.557 3.088 8.213 0.355
H 0.264 1.350 8.469 0.239
H -0.923 2.441 7.737 0.287
C -2.128 2.191 -1.080 -0.625
O -0.890 1.580 -0.650 -0.228
C -0.221 0.781 -1.424 0.751
O -0.718 0.168 -2.347 -0.598
O 1.019 0.803 -0.987 -0.268
C 1.888 -0.101 -1.524 -0.658
H -2.895 1.430 -1.224 0.275
H -2.084 2.524 -2.118 0.303
H -2.369 2.929 -0.314 0.221
H 2.007 -0.083 -2.607 0.274
H 1.456 -1.100 -1.461 0.278
H 2.831 -0.097 -0.978 0.272
C 7.694 -3.936 0.961 -0.751
O 8.666 -4.448 1.783 -0.323
C 8.433 -5.361 2.797 0.849
O 7.416 -6.051 2.894 -0.587
O 9.520 -5.609 3.494 -0.309
C 10.687 -4.909 3.169 -0.575
H 8.201 -3.715 0.022 0.283
H 7.445 -2.922 1.276 0.265
H 6.964 -4.673 0.627 0.378
H 11.559 -5.296 3.696 0.278
H 10.527 -3.868 3.450 0.235
H 10.916 -4.983 2.106 0.263
C -8.473 -6.004 -1.099 -0.699
O -7.962 -4.871 -1.715 -0.345
C -6.670 -4.627 -1.665 0.882
O -5.868 -5.341 -1.104 -0.598
O -6.464 -3.437 -2.065 -0.304
C -5.184 -2.748 -1.841 -0.558
H -7.752 -6.807 -0.944 0.319
H -9.358 -6.455 -1.549 0.273
H -8.951 -5.754 -0.152 0.272
H -5.139 -2.533 -0.773 0.235
H -5.070 -1.804 -2.373 0.221
H -4.386 -3.345 -2.284 0.307
C -5.791 -3.760 4.131 -0.734
O -5.712 -2.508 3.513 -0.275
C -4.917 -1.582 4.014 0.818
O -4.135 -1.791 4.899 -0.592
O -5.106 -0.450 3.357 -0.271
C -4.404 0.707 3.797 -0.685
H -6.829 -4.080 4.044 0.259
H -5.671 -3.802 5.213 0.335
H -5.038 -4.409 3.683 0.298
H -4.159 0.665 4.859 0.350
H -5.180 1.473 3.792 0.257
H -3.605 0.898 3.081 0.240
C 7.294 4.740 5.169 -0.740
O 7.001 3.650 4.260 -0.226
C 7.239 3.882 2.932 0.720
O 7.814 4.909 2.510 -0.599
O 6.866 2.808 2.293 -0.214
C 6.949 2.682 0.899 -0.671
H 8.299 4.553 5.549 0.308
H 6.649 4.687 6.045 0.245
H 7.366 5.743 4.749 0.332
H 6.757 1.659 0.575 0.218
H 7.951 2.971 0.580 0.325
H 6.230 3.327 0.395 0.296
C -5.664 7.049 -2.909 -0.588
O -4.544 7.602 -2.286 -0.330
C -4.070 7.174 -1.095 0.847
O -4.693 6.495 -0.326 -0.588
O -2.937 7.797 -0.867 -0.328
C -2.202 7.625 0.367 -0.608
H -5.969 7.677 -3.747 0.213
H -6.488 6.937 -2.204 0.305
H -5.317 6.074 -3.251 0.266
H -2.854 7.147 1.098 0.334
H -1.968 8.628 0.722 0.240
H -1.377 6.973 0.077 0.238
```

Values from the calculation:
LUMO, eV: -0.02

Entry two
Computed, not measured: a 13-piece molecular cluster, C39H78O39 overall, with wB97M-V/def2-TZVPD.

```
156
Properties=species:S:1:pos:R:3:mulliken_charge:R:1
C -15.935 0.302 13.781 -0.904
O -15.956 -0.621 12.690 -0.131
C -15.874 -1.934 12.915 0.332
O -15.439 -2.473 13.905 -0.607
O -16.128 -2.530 11.709 0.033
C -15.736 -3.865 11.405 -0.886
H -14.918 0.406 14.160 0.354
H -16.445 0.029 14.705 0.330
H -16.095 1.358 13.565 0.322
H -14.697 -3.903 11.077 0.433
H -16.415 -4.244 10.642 0.057
H -15.835 -4.560 12.239 0.530
C -16.343 -10.350 5.770 -0.368
O -17.267 -9.289 5.624 0.137
C -18.192 -8.972 6.597 0.662
O -18.231 -9.392 7.807 -0.640
O -19.023 -8.055 6.150 -0.122
C -20.245 -7.805 6.840 -0.990
H -16.820 -11.286 6.062 0.370
H -15.632 -10.149 6.571 -0.054
H -15.936 -10.506 4.772 0.083
H -20.602 -8.694 7.360 0.433
H -21.079 -7.225 6.444 0.228
H -19.793 -7.274 7.679 0.361
C -10.574 -5.720 13.053 -0.684
O -11.317 -6.457 12.123 -0.317
C -11.775 -5.868 11.064 0.683
O -11.730 -4.678 10.850 -0.567
O -12.281 -6.786 10.194 -0.239
C -12.992 -6.320 9.106 0.232
H -9.709 -5.257 12.578 0.299
H -10.102 -6.223 13.897 0.267
H -11.193 -4.973 13.549 0.269
H -13.477 -7.141 8.577 -0.402
H -12.315 -5.732 8.485 0.364
H -13.857 -5.760 9.462 -0.008
C -15.794 -6.466 6.447 0.591
O -16.716 -5.434 6.546 0.128
C -16.546 -4.482 7.513 -0.045
O -15.694 -4.486 8.433 -0.457
O -17.558 -3.563 7.298 0.106
C -17.491 -2.296 7.891 -0.227
H -14.782 -6.198 6.752 -0.356
H -15.772 -6.724 5.389 -0.091
H -16.154 -7.286 7.069 -0.225
H -16.908 -1.673 7.212 0.336
H -16.985 -2.260 8.856 0.123
H -18.517 -1.936 7.968 -0.005
C -15.829 0.859 4.730 -0.522
O -17.093 0.623 4.107 -0.390
C -17.704 -0.560 4.054 0.781
O -17.160 -1.666 4.265 -0.509
O -18.950 -0.281 3.731 -0.362
C -19.981 -1.236 3.757 -0.553
H -15.346 1.695 4.223 0.323
H -15.172 0.000 4.598 0.285
H -15.842 0.956 5.815 0.109
H -20.937 -0.716 3.689 0.270
H -20.085 -1.794 4.688 0.148
H -20.038 -1.970 2.954 0.363
C -16.757 -7.792 10.594 -0.342
O -16.017 -8.849 11.255 -0.236
C -16.472 -10.148 11.180 0.715
O -17.564 -10.505 10.753 -0.541
O -15.590 -11.012 11.740 -0.307
C -15.728 -12.367 11.816 -0.735
H -17.718 -7.636 11.084 0.510
H -17.027 -7.990 9.556 0.030
H -16.282 -6.823 10.750 0.045
H -16.020 -12.842 10.880 0.319
H -16.409 -12.670 12.611 0.315
H -14.747 -12.789 12.035 0.269
C -19.249 2.457 13.680 -0.788
O -18.720 1.195 14.062 -0.150
C -19.544 0.145 14.121 0.777
O -20.776 0.243 14.147 -0.606
O -18.767 -0.926 14.383 -0.224
C -19.192 -2.153 14.009 -0.509
H -18.493 3.228 13.827 0.297
H -20.220 2.696 14.114 0.366
H -19.536 2.514 12.629 0.225
H -19.866 -2.609 14.734 0.293
H -18.322 -2.810 13.980 0.206
H -19.595 -2.070 13.000 0.172
C -16.756 -9.474 2.126 -0.653
O -16.799 -8.294 1.323 -0.402
C -16.281 -7.142 1.772 0.702
O -15.859 -6.974 2.922 -0.414
O -16.397 -6.292 0.731 -0.359
C -16.408 -4.963 1.123 -0.327
H -17.157 -10.175 1.394 0.324
H -17.497 -9.384 2.921 0.232
H -15.779 -9.864 2.410 0.266
H -16.785 -4.385 0.279 0.289
H -15.364 -4.673 1.243 0.290
H -17.084 -4.671 1.927 0.039
C -13.769 -10.128 8.777 -0.874
O -13.212 -9.715 7.480 -0.074
C -11.937 -9.761 7.319 0.658
O -11.057 -10.253 7.981 -0.612
O -11.721 -9.047 6.176 -0.218
C -10.451 -8.585 5.902 -0.874
H -13.078 -10.730 9.367 0.475
H -14.672 -10.735 8.709 0.302
H -14.121 -9.288 9.376 0.230
H -9.745 -9.372 6.165 0.446
H -10.100 -7.776 6.542 0.311
H -10.278 -8.441 4.835 0.259
C -12.099 -6.616 3.057 -0.542
O -12.578 -5.453 3.728 -0.327
C -12.264 -5.287 4.999 0.855
O -11.539 -5.928 5.736 -0.513
O -12.946 -4.175 5.430 -0.286
C -12.690 -3.673 6.746 -0.333
H -12.564 -6.914 2.117 0.287
H -12.141 -7.431 3.780 0.082
H -11.064 -6.468 2.750 0.333
H -11.750 -3.941 7.228 0.399
H -13.434 -4.072 7.435 -0.176
H -12.693 -2.590 6.624 0.334
C -22.876 -3.609 3.165 -0.890
O -21.715 -3.763 3.961 -0.058
C -20.901 -4.707 3.673 0.598
O -21.004 -5.467 2.706 -0.668
O -19.769 -4.611 4.398 0.146
C -18.586 -5.317 4.102 -0.353
H -22.652 -3.211 2.176 0.301
H -23.614 -2.935 3.601 0.283
H -23.374 -4.576 3.091 0.336
H -18.288 -5.933 4.951 -0.408
H -17.817 -4.564 3.931 0.057
H -18.658 -5.933 3.205 0.661
C -21.884 -3.598 7.197 0.016
O -21.419 -3.135 8.459 -0.349
C -21.405 -1.793 8.634 0.776
O -21.686 -0.906 7.805 -0.670
O -20.941 -1.616 9.893 -0.244
C -21.039 -0.370 10.520 -0.585
H -22.944 -3.412 7.028 0.386
H -21.722 -4.676 7.155 0.113
H -21.201 -3.246 6.423 -0.179
H -20.992 -0.585 11.588 0.253
H -21.923 0.219 10.276 0.359
H -20.176 0.291 10.437 0.105
C -19.369 1.550 7.114 -0.619
O -18.050 1.097 7.253 -0.084
C -17.575 0.972 8.516 0.784
O -18.057 1.365 9.537 -0.656
O -16.358 0.361 8.477 -0.238
C -15.559 0.198 9.640 -0.587
H -19.622 2.311 7.853 0.337
H -20.012 0.693 7.316 0.161
H -19.480 1.956 6.109 0.241
H -16.172 0.258 10.539 0.273
H -14.799 0.979 9.614 0.331
H -14.991 -0.729 9.557 0.160
```

Values from the calculation:
LUMO, eV: 0.45

Entry three
Computed, not measured: a 13-piece molecular cluster, C39H78O39 overall, with wB97M-V/def2-TZVPD.

```
156
Properties=species:S:1:pos:R:3:mulliken_charge:R:1
C -7.050 13.129 15.582 -0.768
O -8.463 12.934 15.710 -0.101
C -9.315 13.833 15.278 0.595
O -9.002 14.835 14.653 -0.632
O -10.568 13.333 15.328 0.011
C -11.608 13.986 14.655 -0.817
H -6.728 12.899 14.566 0.286
H -6.534 12.395 16.200 0.241
H -6.752 14.141 15.854 0.336
H -12.080 14.855 15.115 0.169
H -12.341 13.224 14.392 0.201
H -11.293 14.324 13.668 0.486
C -10.994 8.636 20.412 -0.393
O -11.454 9.284 21.613 -0.265
C -10.557 9.919 22.357 0.773
O -9.302 9.833 22.317 -0.623
O -11.253 10.709 23.245 -0.337
C -10.627 11.794 23.818 -0.738
H -10.750 9.365 19.639 0.016
H -11.824 8.033 20.043 0.227
H -10.201 7.903 20.559 0.445
H -10.714 12.689 23.202 0.245
H -9.625 11.694 24.235 0.363
H -11.150 11.982 24.755 0.307
C -15.712 9.731 20.261 -0.325
O -16.051 8.985 21.410 -0.231
C -17.204 8.444 21.381 0.683
O -18.145 8.707 20.654 -0.574
O -17.220 7.420 22.351 -0.343
C -18.309 6.542 22.290 -0.687
H -16.031 9.271 19.325 0.335
H -14.638 9.906 20.308 0.008
H -16.114 10.741 20.349 0.268
H -18.088 5.718 21.612 0.253
H -19.205 7.070 21.962 0.323
H -18.556 6.187 23.290 0.252
C -18.966 9.194 15.172 -0.730
O -19.952 9.739 14.350 -0.330
C -19.725 10.213 13.078 0.848
O -18.582 10.251 12.628 -0.611
O -20.803 10.838 12.646 -0.308
C -20.692 11.371 11.379 -0.379
H -18.610 8.272 14.713 0.417
H -19.339 8.772 16.105 0.402
H -18.112 9.846 15.357 0.166
H -19.869 12.082 11.308 -0.117
H -21.671 11.774 11.120 0.179
H -20.349 10.612 10.674 0.466
C -13.230 12.677 21.171 -1.016
O -14.273 12.947 20.300 0.039
C -14.694 14.196 20.183 0.597
O -14.540 15.130 21.012 -0.691
O -15.260 14.310 19.046 0.081
C -15.700 15.587 18.575 -0.772
H -13.419 11.800 21.790 0.318
H -12.938 13.561 21.738 0.560
H -12.321 12.446 20.616 0.238
H -16.106 15.428 17.576 -0.169
H -14.910 16.335 18.644 0.443
H -16.572 15.835 19.180 0.463
C -17.071 13.703 11.849 -0.352
O -18.309 14.355 11.987 0.040
C -18.738 14.971 10.878 0.602
O -18.119 15.013 9.788 -0.656
O -19.962 15.274 11.031 -0.129
C -20.684 15.838 9.933 -0.781
H -16.429 14.296 11.198 0.383
H -17.220 12.656 11.587 0.309
H -16.675 13.757 12.863 -0.206
H -20.244 16.819 9.756 0.321
H -21.731 16.075 10.123 0.221
H -20.663 15.127 9.108 0.333
C -13.205 3.568 14.923 -0.696
O -13.563 4.974 14.709 -0.352
C -13.716 5.743 15.739 0.927
O -13.487 5.433 16.920 -0.627
O -14.012 6.950 15.236 -0.345
C -14.435 7.918 16.213 -0.399
H -13.992 2.837 15.109 0.321
H -12.469 3.420 15.714 0.245
H -12.671 3.104 14.093 0.316
H -13.943 8.850 15.935 -0.132
H -14.109 7.726 17.235 0.352
H -15.518 8.037 16.172 0.340
C -10.799 9.761 14.856 -0.115
O -10.531 8.328 15.047 -0.420
C -10.468 7.819 16.250 0.629
O -10.660 8.418 17.342 -0.007
O -10.128 6.455 16.123 -0.423
C -10.141 5.623 17.227 -0.588
H -11.871 9.953 14.910 0.162
H -10.432 10.078 13.879 0.352
H -10.449 10.277 15.750 -0.171
H -11.138 5.849 17.605 0.210
H -9.285 5.858 17.859 0.296
H -10.176 4.542 17.096 0.222
C -7.680 10.009 17.251 -0.282
O -7.330 10.936 18.251 -0.411
C -8.283 11.635 18.920 0.474
O -9.537 11.505 18.735 -0.109
O -7.619 12.371 19.804 -0.408
C -8.374 12.990 20.803 -0.545
H -6.829 9.403 16.938 0.363
H -8.119 10.428 16.346 0.111
H -8.408 9.315 17.671 -0.007
H -9.259 13.521 20.455 0.163
H -7.727 13.695 21.325 0.329
H -8.694 12.250 21.536 0.201
C -17.042 15.744 14.863 0.147
O -17.725 16.996 14.793 -0.442
C -17.831 17.912 15.798 0.751
O -17.417 17.746 16.965 -0.579
O -18.393 18.903 15.283 -0.300
C -18.599 20.095 16.133 -0.686
H -16.891 15.497 13.813 0.038
H -17.698 15.090 15.439 0.018
H -16.028 15.810 15.257 0.184
H -18.871 19.742 17.128 0.312
H -19.322 20.809 15.739 0.249
H -17.651 20.595 16.331 0.298
C -12.422 15.239 17.560 -0.906
O -11.388 16.026 17.071 -0.015
C -11.308 17.292 17.385 0.488
O -11.866 17.778 18.363 -0.592
O -10.408 17.916 16.609 -0.280
C -10.221 19.283 16.755 -0.702
H -12.477 15.253 18.649 0.888
H -12.304 14.183 17.318 -0.115
H -13.301 15.517 16.978 0.234
H -11.142 19.867 16.731 0.308
H -9.619 19.481 15.868 0.231
H -9.710 19.583 17.670 0.293
C -23.230 14.044 12.963 -0.863
O -21.986 13.640 13.600 0.030
C -21.569 14.317 14.645 0.486
O -21.981 15.347 15.093 -0.568
O -20.573 13.500 15.262 -0.053
C -20.210 13.602 16.585 -0.673
H -23.639 13.328 12.251 0.288
H -23.113 15.008 12.469 0.295
H -24.018 14.192 13.702 0.342
H -19.467 12.836 16.810 0.082
H -21.142 13.479 17.136 0.354
H -19.742 14.543 16.872 0.277
C -16.800 12.170 15.972 0.305
O -15.935 11.303 16.620 -0.161
C -14.630 11.767 16.824 -0.031
O -14.190 12.907 16.565 -0.403
O -13.976 10.898 17.525 0.555
C -12.686 11.023 17.874 0.451
H -16.557 12.216 14.910 0.461
H -16.667 13.169 16.386 -0.009
H -17.783 11.698 15.990 -0.540
H -12.435 11.938 18.410 -0.330
H -11.928 10.920 17.097 -0.398
H -12.505 10.128 18.469 0.133
```

Values from the calculation:
LUMO, eV: 0.41

It turns out entry two is the most stable, with the second structure 0.0112 hartree higher.

Entry one
Computed, not measured: one molecule with the formula C3H4, with wB97M-V/def2-TZVPD.

```
7
Properties=species:S:1:pos:R:3:nbo_charge:R:1
C 0.862 0.878 0.361 -0.511
C -0.027 0.074 -0.143 0.117
C -0.909 -0.841 -0.420 -0.516
H 1.873 0.528 0.542 0.226
H 0.584 1.888 0.633 0.225
H -1.043 -1.501 0.426 0.230
H -1.341 -1.025 -1.399 0.229
```

Values from the calculation:
LUMO, eV: 1.10
SMILES: C=C=C

Entry two
Computed, not measured: one molecule with the formula C3H4, with wB97M-V/def2-TZVPD.

```
7
Properties=species:S:1:pos:R:3:nbo_charge:R:1
C 1.558 -0.470 0.255 -0.286
C 0.470 -0.061 -0.048 0.004
C -0.935 0.226 -0.129 -0.709
H 2.578 -0.656 0.043 0.233
H -1.271 1.208 -0.457 0.239
H -0.889 0.325 0.981 0.273
H -1.511 -0.571 -0.645 0.245
```

Values from the calculation:
LUMO, eV: 1.04
SMILES: C#CC

It turns out entry one is the most stable, with the second structure 0.0228 hartree higher.